Molecular formula: C7H8HgO7
Method: DFT, ωB97M-V/def2-TZVPD

The geometry in XYZ format:
```
23
Properties=species:S:1:pos:R:3
O -0.853 -0.715 2.889
C -1.440 -0.186 3.747
O -1.888 0.265 4.717
Hg -0.791 3.575 -0.115
O -0.908 1.397 -1.008
O 1.208 0.592 -0.718
C 1.848 1.815 -1.117
C 2.078 2.769 0.054
O 0.939 3.338 0.553
C -0.114 0.472 -0.766
H 2.804 1.495 -1.551
H 1.242 2.297 -1.899
H 2.803 3.520 -0.342
H 2.647 2.194 0.822
O 0.299 -1.886 -0.461
C -0.481 -3.089 -0.352
C -1.850 -2.638 -0.851
O -1.817 -1.219 -0.619
C -0.545 -0.859 -0.492
H -0.018 -3.861 -0.973
H -0.493 -3.401 0.700
H -2.686 -3.065 -0.290
H -1.984 -2.808 -1.927
```

The LUMO energy (alpha / beta) is 0.33 / -0.59 eV. The HOMO energy (alpha / beta) comes out at -7.1 / -8.9 eV. Its net charge is 0. As for the expectation value of S²: 2.01. The orbital gap (alpha / beta) is 7.434 / 8.292 eV. Its spin multiplicity is 3.

Löwdin population analysis, charges in e, atoms 1 to 4: 0.20, -0.39, 0.21, 0.93

---

Molecular formula: C5H2F6N2
Method: DFT, ωB97M-V/def2-TZVPD

The geometry in XYZ format:
```
15
Properties=species:S:1:pos:R:3
C 1.163 0.155 -0.378
C 2.049 0.031 0.587
C -0.202 -0.013 0.103
C -0.917 -1.263 -0.520
C -1.084 1.224 -0.096
N 1.481 -0.089 1.903
N 0.311 -0.102 1.981
F -0.575 -2.402 0.100
F -2.227 -1.140 -0.404
F -0.582 -1.352 -1.806
F -1.867 1.236 -1.133
F -1.863 1.422 0.987
F -0.233 2.345 -0.171
H 1.391 0.027 -1.491
H 3.156 -0.078 0.338
```

The LUMO energy is -0.58 eV. The HOMO energy comes out at -10.0 eV. Its net charge is 0. The orbital gap is 9.408 eV. Its spin multiplicity is 1.

Löwdin population analysis, charges in e, atoms 1 to 4: -0.06, -0.08, -0.11, -0.60

---

Molecular formula: C25H23IrN11O2PS4
Method: DFT, ωB97M-V/def2-TZVPD

The geometry in XYZ format:
```
67
Properties=species:S:1:pos:R:3
Ir 0.260 -0.232 0.629
C 0.363 -0.812 -5.124
N -0.235 -0.747 -3.796
C -1.568 -0.883 -3.526
C -1.711 -0.711 -2.182
N -0.485 -0.475 -1.632
C 0.393 -0.494 -2.626
P 2.165 -0.100 -2.463
C 2.497 -1.262 -1.101
N 1.663 -1.596 -0.115
C 2.216 -2.669 0.530
C 3.406 -2.965 -0.059
N 3.569 -2.077 -1.085
C 4.775 -1.955 -1.896
C 1.847 1.471 -1.622
N 0.872 1.628 -0.747
C 0.750 2.969 -0.526
C 1.694 3.623 -1.263
N 2.382 2.667 -1.953
C 3.536 2.906 -2.808
H -0.259 -1.445 -5.750
H 0.427 0.182 -5.563
H 1.356 -1.249 -5.061
H -2.289 -1.091 -4.297
H -2.615 -0.755 -1.600
H 1.731 -3.165 1.349
H 4.130 -3.732 0.152
H 5.248 -2.931 -1.960
H 4.516 -1.622 -2.897
H 5.456 -1.243 -1.433
H 0.008 3.388 0.131
H 1.936 4.667 -1.344
H 3.505 3.937 -3.150
H 4.455 2.739 -2.247
H 3.504 2.246 -3.671
S 0.716 -1.106 2.765
C -0.394 -2.444 2.969
C -0.146 -3.253 4.116
N 0.107 -3.867 5.054
C -1.383 -2.667 2.092
S -1.621 -1.612 0.722
C -2.319 -3.736 2.203
N -3.089 -4.587 2.250
N 5.090 -0.511 6.911
C 4.666 -0.013 5.719
C 4.516 -0.859 4.605
C 4.096 -0.355 3.398
C 3.816 1.004 3.270
C 3.965 1.856 4.359
C 4.388 1.355 5.571
S 3.188 1.609 1.766
O 3.225 3.046 1.790
O 3.784 0.882 0.672
N 1.622 1.141 1.738
C 0.553 1.845 2.168
S 0.291 3.263 3.087
C -1.421 3.077 2.834
C -1.697 1.991 2.083
N -0.569 1.305 1.713
H 5.189 -1.500 7.046
H 5.114 0.070 7.728
H 4.734 -1.915 4.707
H 3.978 -1.012 2.546
H 3.760 2.912 4.246
H 4.510 2.019 6.417
H -2.117 3.773 3.270
H -2.669 1.632 1.785
```

The LUMO energy (alpha / beta) is -3.32 / -4.30 eV. The HOMO energy (alpha / beta) comes out at -10.3 / -10.3 eV. Its net charge is +1. As for the expectation value of S²: 0.76. The orbital gap (alpha / beta) is 7.002 / 5.979 eV. Its spin multiplicity is 2.

Löwdin population analysis, charges in e, atoms 1 to 4: 1.13, -0.01, -0.11, -0.03

---

Molecular formula: C34H37N4OS
Method: DFT, ωB97M-V/def2-TZVPD

The geometry in XYZ format:
```
77
Properties=species:S:1:pos:R:3
C -0.054 4.926 -4.947
C -0.353 3.493 -5.325
N -0.409 2.601 -4.187
C -0.349 1.179 -4.441
C -0.430 0.552 -3.069
N -0.680 1.690 -2.184
C -0.688 2.862 -2.902
S -0.989 4.448 -2.337
C -1.047 5.415 -3.904
H 0.971 5.048 -4.582
H -0.176 5.529 -5.855
H -1.324 3.455 -5.841
H 0.412 3.108 -6.013
H -1.155 0.853 -5.114
H 0.587 0.906 -4.940
H -1.240 -0.201 -3.018
H 0.525 0.067 -2.794
H -0.810 6.450 -3.615
H -2.078 5.370 -4.291
C 1.409 -4.231 2.770
N 1.689 -3.109 1.907
C 2.944 -2.917 1.398
O 3.931 -3.613 1.613
C 2.882 -1.712 0.472
C 3.236 -2.113 -0.956
C 2.313 -3.210 -1.431
C 2.653 -4.553 -1.237
C 1.780 -5.565 -1.632
C 0.556 -5.244 -2.230
C 0.223 -3.904 -2.449
C 1.113 -2.895 -2.074
N 1.509 -1.254 0.610
C 1.077 -0.131 -0.055
C -0.219 0.233 -0.200
C -0.710 1.559 -0.733
C -2.111 1.871 -0.172
C -2.398 3.188 0.196
C -3.659 3.529 0.670
C -4.632 2.540 0.826
C -4.318 1.201 0.549
C -3.075 0.871 -0.002
C 0.694 -2.108 1.514
C 0.105 -1.429 2.718
C 0.871 -0.845 3.659
C 0.368 -0.112 4.810
C 1.273 0.491 5.719
C 0.807 1.238 6.796
C -0.575 1.394 6.999
C -1.482 0.791 6.116
C -1.020 0.044 5.031
H 2.336 -4.798 2.896
H 1.051 -3.898 3.749
H 0.655 -4.888 2.320
H 3.558 -0.937 0.873
H 3.172 -1.226 -1.599
H 4.272 -2.475 -0.919
H 3.605 -4.796 -0.756
H 2.061 -6.607 -1.470
H -0.129 -6.039 -2.531
H -0.728 -3.633 -2.916
H 0.876 -1.847 -2.276
H 1.899 0.425 -0.535
H -0.991 -0.458 0.165
H -0.080 2.359 -0.308
H -1.626 3.948 0.065
H -3.857 4.572 0.914
H -5.606 2.793 1.235
H -5.043 0.405 0.741
H -2.876 -0.163 -0.319
H -0.122 -2.584 0.941
H -0.979 -1.528 2.824
H 1.963 -0.905 3.575
H 2.344 0.358 5.549
H 1.516 1.704 7.485
H -0.943 1.981 7.843
H -2.558 0.902 6.271
H -1.722 -0.424 4.338
```

The LUMO energy is -2.54 eV. The HOMO energy comes out at -10.3 eV. Its net charge is +1. The orbital gap is 7.795 eV. Its spin multiplicity is 1.

Löwdin population analysis, charges in e, atoms 1 to 4: -0.22, -0.15, -0.08, -0.09

---

Molecular formula: C49H123CuN8O17
Method: DFT, ωB97M-V/def2-TZVPD

The geometry in XYZ format:
```
198
Properties=species:S:1:pos:R:3
Cu -0.662 2.280 -3.621
C 0.104 -0.068 -1.269
O -0.326 0.244 -2.576
H 0.952 -0.744 -1.158
H 0.321 0.856 -0.733
H -0.632 -0.633 -0.698
C -3.274 2.479 -2.328
O -2.904 3.270 -3.486
C -2.555 4.620 -3.388
C -1.597 4.852 -2.239
N -0.275 4.286 -2.481
C 0.516 4.187 -1.232
C 1.284 5.470 -0.863
O 2.430 5.513 -1.782
C 2.871 6.851 -1.819
H -4.133 3.038 -1.957
H -2.478 2.340 -1.597
H -3.663 1.495 -2.587
H -3.554 5.014 -3.198
H -2.132 4.966 -4.331
H -2.095 4.492 -1.339
H -1.406 5.924 -2.297
H 0.160 4.982 -3.069
H 1.234 3.393 -1.438
H -0.183 3.867 -0.459
H 1.688 5.389 0.146
H 0.699 6.389 -0.840
H 2.125 7.561 -2.176
H 3.728 7.038 -2.466
H 3.196 7.222 -0.847
C 2.824 -4.137 3.837
O 3.383 -2.894 4.169
C 4.215 -2.309 3.117
C 4.850 -0.976 3.616
N 3.818 -0.280 4.380
C 4.383 0.425 5.580
C 3.439 1.533 6.199
O 3.985 1.705 7.493
C 3.276 2.721 8.157
H 2.236 -4.030 2.925
H 2.230 -4.516 4.668
H 3.647 -4.788 3.542
H 3.621 -2.118 2.223
H 5.018 -2.960 2.773
H 5.285 -0.379 2.815
H 5.667 -1.398 4.202
H 3.238 -1.036 4.714
H 5.305 0.968 5.372
H 4.683 -0.326 6.312
H 2.385 1.267 6.276
H 3.477 2.398 5.536
H 3.607 2.635 9.192
H 2.191 2.643 8.087
H 3.655 3.679 7.801
C -0.692 -5.650 8.156
O -1.426 -5.077 7.050
C -1.480 -5.890 5.915
C -1.890 -5.119 4.683
N -0.833 -4.122 4.454
C -1.131 -3.156 3.382
C -0.271 -1.879 3.396
O -0.634 -0.805 4.243
C -0.406 -1.024 5.625
H 0.264 -5.988 7.757
H -1.186 -6.540 8.544
H -0.690 -4.912 8.959
H -2.169 -6.708 6.124
H -0.518 -6.345 5.680
H -2.896 -4.727 4.830
H -1.938 -5.834 3.861
H -0.629 -3.597 5.292
H -2.149 -2.768 3.408
H -1.077 -3.666 2.420
H -0.440 -1.402 2.431
H 0.787 -2.133 3.468
H -1.041 -1.774 6.097
H -0.485 -0.112 6.216
H 0.604 -1.381 5.827
C -3.474 -2.435 0.156
O -4.484 -2.639 -0.832
C -4.176 -2.737 -2.174
C -5.123 -1.776 -3.010
N -6.424 -2.542 -3.075
C -7.656 -1.746 -3.344
C -8.869 -2.652 -3.272
O -9.015 -3.124 -1.952
C -9.855 -2.444 -1.096
H -3.829 -2.343 1.182
H -2.909 -1.528 -0.063
H -2.761 -3.259 0.129
H -4.430 -3.762 -2.445
H -3.115 -2.535 -2.318
H -4.774 -1.558 -4.019
H -5.326 -0.834 -2.501
H -6.432 -3.251 -2.356
H -7.788 -1.248 -4.304
H -7.790 -1.022 -2.540
H -8.685 -3.530 -3.891
H -9.747 -2.158 -3.688
H -9.706 -2.799 -0.077
H -10.904 -2.677 -1.284
H -9.780 -1.358 -1.154
C -2.720 -2.528 -5.906
O -2.684 -1.292 -6.606
C -3.141 -0.202 -5.771
C -2.626 1.211 -6.252
N -1.193 1.446 -5.918
C -0.765 2.597 -6.659
C 0.670 3.027 -6.379
O 0.880 3.096 -4.976
C 2.163 3.619 -4.683
H -3.690 -2.736 -5.454
H -1.936 -2.599 -5.152
H -2.410 -3.368 -6.526
H -2.759 -0.357 -4.762
H -4.229 -0.135 -5.790
H -3.132 2.036 -5.750
H -2.965 1.351 -7.278
H -0.746 0.668 -6.382
H -1.401 3.469 -6.509
H -0.860 2.395 -7.726
H 0.812 4.026 -6.790
H 1.275 2.232 -6.818
H 2.284 4.034 -3.683
H 2.632 4.359 -5.332
H 2.820 2.754 -4.771
C 2.273 -0.780 -8.573
O 2.534 -1.206 -7.246
C 1.421 -1.243 -6.382
C 1.838 -1.750 -4.969
N 0.726 -2.364 -4.290
C 1.228 -3.135 -3.136
C 0.137 -3.933 -2.517
O 0.650 -4.817 -1.509
C 1.078 -4.236 -0.309
H 3.163 -0.648 -9.188
H 1.849 0.224 -8.543
H 1.614 -1.424 -9.154
H 0.605 -1.885 -6.714
H 1.025 -0.231 -6.298
H 2.239 -0.888 -4.435
H 2.515 -2.585 -5.149
H 0.091 -1.652 -3.958
H 1.744 -2.452 -2.462
H 1.940 -3.891 -3.468
H -0.376 -4.572 -3.236
H -0.642 -3.351 -2.027
H 0.223 -3.970 0.313
H 1.823 -3.441 -0.309
H 1.481 -5.013 0.340
C -4.912 -1.366 4.259
O -3.752 -0.771 3.676
C -3.988 0.203 2.640
C -2.723 0.850 2.025
N -1.903 1.303 3.183
C -0.730 2.028 2.750
C 0.146 2.383 3.943
O 0.833 3.602 3.736
C 1.810 3.515 2.738
H -5.491 -2.005 3.594
H -5.597 -0.659 4.727
H -4.476 -2.071 4.967
H -4.548 0.963 3.185
H -4.665 -0.125 1.852
H -2.970 1.664 1.342
H -2.279 -0.005 1.517
H -1.709 0.494 3.756
H -1.067 2.960 2.297
H -0.156 1.622 1.917
H 0.886 1.625 4.199
H -0.348 2.474 4.911
H 2.402 2.601 2.779
H 2.547 4.315 2.816
H 1.358 3.809 1.791
C 7.941 0.851 3.750
O 7.103 1.416 2.709
C 6.389 2.615 2.992
C 5.309 2.780 1.912
N 5.981 2.730 0.637
C 5.158 3.265 -0.386
C 4.140 2.136 -0.825
O 4.873 0.981 -1.204
C 4.209 -0.257 -1.064
H 8.386 -0.064 3.360
H 7.382 0.802 4.684
H 8.763 1.557 3.873
H 7.129 3.416 2.969
H 5.899 2.658 3.965
H 4.841 3.764 1.890
H 4.559 2.004 2.069
H 6.135 1.751 0.440
H 5.770 3.553 -1.241
H 4.605 4.168 -0.128
H 3.559 2.616 -1.613
H 3.421 1.952 -0.027
H 3.495 -0.382 -1.878
H 3.541 -0.259 -0.202
H 4.810 -1.157 -0.937
```

The LUMO energy is 0.18 eV. The HOMO energy comes out at -6.9 eV. Its net charge is 0. The orbital gap is 7.085 eV. Its spin multiplicity is 1.

Löwdin population analysis, charges in e, atoms 1 to 4: 0.35, -0.32, -0.40, 0.03

---

Molecular formula: C7H19NO2
Method: DFT, ωB97M-V/def2-TZVPD

The geometry in XYZ format:
```
29
Properties=species:S:1:pos:R:3
C 0.906 2.908 -1.584
C 0.677 1.443 -2.017
C 1.670 0.500 -1.359
C 1.250 0.000 0.018
C 0.224 -1.121 -0.078
C 0.869 -2.464 -0.253
C -1.059 -0.741 0.117
N -2.147 -1.587 0.155
H 0.163 3.507 -2.132
H 1.814 3.237 -2.084
H 0.890 3.001 -0.509
H -0.360 1.251 -1.642
H 0.604 1.296 -3.101
H 2.670 0.938 -1.365
H 1.865 -0.418 -1.968
H 2.033 -0.396 0.655
H 0.993 0.960 0.566
H 1.255 -2.576 -1.278
H 0.083 -3.269 -0.303
H 1.681 -2.717 0.426
H -1.279 0.331 0.159
H -3.059 -1.256 -0.102
H -1.948 -2.573 0.103
O -2.632 0.998 2.595
H -1.736 1.311 2.455
H -2.666 0.169 2.102
O -0.628 -1.111 3.431
H -1.460 -1.286 2.996
H -0.673 -0.335 3.995
```

As for the SMILES: CCCC/C(C)=C/N.O.O. The LUMO energy is 0.65 eV. The HOMO energy comes out at -7.8 eV. Its net charge is 0. The orbital gap is 8.477 eV. Its spin multiplicity is 1.

Löwdin population analysis, charges in e, atoms 1 to 4: -0.11, -0.26, -0.23, -0.20

---

What is the formula in the third record? C25H23IrN11O2PS4

---

Which value of net charge does entry 2 give? 0